[1]
Molecular formula: CH2NO2S
Method: DFT, wB97M-V/def2-TZVPD

Results
Kohn-Sham gap (alpha / beta), eV: 5.16 / 8.32
E_tot, a.u.: -642.6596
Net charge: -1
Molecular weight, g mol⁻¹: 92.10
Spin multiplicity: 1

CARTESIAN COORDINATES (ANGSTROEM)
1 C -1.604 0.074 0.688
2 N -2.305 0.393 -0.256
3 O 2.206 0.746 0.000
4 O 2.323 -1.570 -0.449
5 S 1.785 -0.578 0.508
6 H -0.471 0.108 0.748
7 H -1.935 0.827 -1.239

***

[2]
Molecular formula: C4H11NOS
Method: DFT, wB97M-V/def2-TZVPD

Results
Kohn-Sham gap, eV: 9.99
E_tot, a.u.: -687.1482
Net charge: 0
Molecular weight, g mol⁻¹: 121.20
Spin multiplicity: 1
SMILES: N[C@H](CO)CCS

CARTESIAN COORDINATES (ANGSTROEM)
1 C 0.619 -0.699 1.662
2 O 1.935 -1.277 1.817
3 C 0.195 -0.672 0.193
4 C 0.092 0.804 -0.221
5 C -0.099 1.083 -1.706
6 S -0.531 2.817 -2.176
7 N -1.149 -1.306 0.125
8 H 0.795 0.315 2.030
9 H 0.001 -1.135 2.447
10 H 1.973 -2.121 2.235
11 H 0.819 -1.284 -0.454
12 H 0.934 1.388 0.145
13 H -0.820 1.101 0.298
14 H 0.812 0.783 -2.221
15 H -1.001 0.594 -2.070
16 H -1.702 2.885 -1.479
17 H -1.721 -0.964 -0.628
18 H -1.151 -2.312 0.000

***

[3]
Molecular formula: C32H39GdIN3O2PSe2
Method: DFT, wB97M-V/def2-TZVPD

Results
Kohn-Sham gap (alpha / beta), eV: 4.42 / 3.25
E_tot, a.u.: -7764.7183
Net charge: +1
Molecular weight, g mol⁻¹: 970.73
Spin multiplicity: 8

CARTESIAN COORDINATES (ANGSTROEM)
1 Gd -0.471 0.973 -0.208
2 Se 0.717 5.182 -0.747
3 Se 1.616 3.019 0.289
4 C 1.969 2.191 -1.355
5 C 3.227 2.449 -1.917
6 C 3.417 2.067 -3.238
7 C 2.336 1.635 -3.976
8 C 1.121 1.354 -3.324
9 N 0.936 1.563 -2.016
10 C -1.155 4.742 -0.626
11 C -2.089 5.821 -0.723
12 C -3.393 5.588 -1.103
13 C -3.763 4.261 -1.311
14 C -2.830 3.265 -1.096
15 N -1.564 3.439 -0.619
16 H 3.945 3.070 -1.345
17 H 4.418 2.195 -3.702
18 H 2.415 1.620 -5.062
19 H 0.271 0.978 -3.865
20 H -1.708 6.857 -0.646
21 H -4.020 6.426 -1.345
22 H -4.734 3.961 -1.627
23 H -3.098 2.200 -1.148
24 I -3.647 -0.836 -0.734
25 C -2.142 -0.058 -1.934
26 H -2.636 0.548 -2.743
27 H -1.782 -0.990 -2.402
28 C -0.584 -5.982 -4.063
29 C 0.599 -5.124 -3.687
30 C 1.236 -4.311 -4.644
31 C 2.205 -3.389 -4.258
32 C 2.496 -3.157 -2.949
33 C 1.821 -3.915 -1.954
34 N 1.851 -3.607 -0.612
35 C 2.732 -2.755 0.086
36 C 4.124 -2.842 -0.110
37 C 5.002 -2.270 0.815
38 C 4.473 -1.562 1.906
39 C 3.124 -1.287 1.995
40 C 2.244 -1.810 1.000
41 C 0.955 -1.119 0.668
42 O 0.380 -1.200 -0.478
43 O 0.475 -0.253 1.482
44 C 0.966 -4.988 -2.329
45 C 0.594 -6.079 -1.358
46 H -1.044 -5.582 -4.969
47 H -1.270 -5.963 -3.204
48 H -0.285 -7.046 -4.238
49 H 0.863 -4.479 -5.665
50 H 2.679 -2.757 -5.031
51 H 3.153 -2.329 -2.678
52 H 1.036 -4.009 -0.129
53 H 4.533 -3.422 -0.943
54 H 6.094 -2.262 0.690
55 H 5.198 -1.092 2.609
56 H 2.731 -0.606 2.727
57 H -0.482 -6.248 -1.209
58 H 1.039 -5.874 -0.362
59 H 1.021 -7.035 -1.676
60 C 0.028 0.558 4.698
61 C -1.411 0.452 4.149
62 P -1.875 1.724 2.846
63 C -3.715 1.873 2.891
64 C -4.411 1.269 4.123
65 C -1.328 3.324 3.641
66 C -1.939 3.621 4.994
67 H 0.250 -0.153 5.506
68 H 0.297 1.576 5.105
69 H 0.782 0.404 3.911
70 H -2.143 0.699 4.915
71 H -1.636 -0.519 3.740
72 H -4.029 1.330 2.016
73 H -3.911 2.968 2.794
74 H -4.327 0.128 4.066
75 H -5.523 1.470 4.095
76 H -4.039 1.657 5.084
77 H -1.669 3.997 2.847
78 H -0.262 3.295 3.573
79 H -3.043 3.750 4.860
80 H -1.594 4.590 5.438
81 H -1.819 2.818 5.799

***

[4]
Molecular formula: C2H6NO3
Method: DFT, wB97M-V/def2-TZVPD

Results
Kohn-Sham gap, eV: 7.95
E_tot, a.u.: -360.3027
Net charge: -1
Molecular weight, g mol⁻¹: 92.07
Spin multiplicity: 1

CARTESIAN COORDINATES (ANGSTROEM)
1 O 0.233 -1.033 -1.495
2 C 0.034 0.065 -0.944
3 N 0.051 0.342 0.339
4 C -0.087 1.991 0.891
5 O 0.806 2.788 0.465
6 H -0.316 0.894 -1.576
7 H 0.808 -0.118 0.835
8 H -1.075 2.136 0.400
9 H -0.111 1.782 1.973
10 H 0.347 -2.453 -0.720
11 H -0.824 -3.177 -0.051
12 O 0.135 -3.217 -0.117

***

[5]
Molecular formula: C4H7AlO
Method: DFT, wB97M-V/def2-TZVPD

Results
Kohn-Sham gap (alpha / beta), eV: 3.55 / 2.75
E_tot, a.u.: -473.3882
Net charge: +2
Molecular weight, g mol⁻¹: 98.08
Spin multiplicity: 1

CARTESIAN COORDINATES (ANGSTROEM)
1 H -0.194 0.684 -1.705
2 C -0.386 -0.932 -0.259
3 C 0.420 0.253 -0.903
4 C 0.535 1.221 0.185
5 O 1.556 1.400 0.873
6 Al 2.953 0.699 1.084
7 H -0.557 -1.642 -1.084
8 H 0.333 -1.422 0.433
9 H 1.405 -0.073 -1.262
10 H -0.387 1.765 0.510
11 C -1.733 -0.480 0.339
12 H -2.376 -1.378 0.421
13 H -1.568 -0.094 1.368

***

[6]
Molecular formula: C5H16N2O
Method: DFT, wB97M-V/def2-TZVPD

Results
Kohn-Sham gap, eV: 9.67
E_tot, a.u.: -384.7585
Net charge: 0
Molecular weight, g mol⁻¹: 120.20
Spin multiplicity: 1
SMILES: C[C@H](N)CN(C)C.O

CARTESIAN COORDINATES (ANGSTROEM)
1 N 1.534 1.271 -0.652
2 C 0.055 1.192 -0.525
3 C -0.630 1.347 -1.888
4 C -0.224 -0.331 -0.088
5 N -0.521 -0.270 1.395
6 C 0.204 -1.544 1.984
7 C -1.981 -0.430 1.692
8 H 1.857 2.206 -1.036
9 H 2.045 1.050 0.194
10 H -0.474 1.898 0.084
11 H -1.708 1.467 -1.768
12 H -0.390 1.996 -2.652
13 H -0.597 0.295 -2.325
14 H -1.111 -0.735 -0.541
15 H 0.666 -0.993 -0.334
16 H 1.170 -1.713 1.340
17 H -0.325 -2.400 1.722
18 H 0.295 -1.393 3.097
19 H -2.303 -1.442 1.663
20 H -2.219 0.038 2.685
21 H -2.517 0.179 0.905
22 H 2.997 -0.919 -1.321
23 H 1.906 0.093 -1.806
24 O 2.271 -0.860 -1.825

***

[7]
Molecular formula: C32H68BN5O7
Method: DFT, wB97M-V/def2-TZVPD

Results
Kohn-Sham gap (alpha / beta), eV: 8.95 / 8.65
E_tot, a.u.: -2085.2701
Net charge: 0
Molecular weight, g mol⁻¹: 645.74
Spin multiplicity: 3

CARTESIAN COORDINATES (ANGSTROEM)
1 C 1.543 2.651 -2.037
2 N 1.519 2.973 -0.618
3 C 2.547 2.263 0.128
4 C 2.165 0.840 0.506
5 C 1.056 0.656 1.577
6 C 0.393 1.933 2.138
7 C -0.842 2.298 1.292
8 C -2.010 1.395 1.660
9 O -2.689 1.865 2.853
10 C -4.026 1.648 2.718
11 O -4.752 2.532 2.581
12 O 1.772 0.072 -0.638
13 C 2.771 -0.745 -1.157
14 C 2.101 -1.743 -2.137
15 C 1.676 -3.019 -1.383
16 C 1.835 -4.294 -2.233
17 O 0.774 -5.168 -1.871
18 N 0.968 -1.130 -2.865
19 B 0.948 -1.535 -4.273
20 O 0.171 -2.642 -4.675
21 N 1.672 -0.831 -5.298
22 C 2.423 -1.760 -6.169
23 C 2.664 0.120 -4.748
24 H 0.907 3.380 -2.541
25 H 2.541 2.770 -2.485
26 H 1.105 1.682 -2.245
27 H 1.692 3.958 -0.469
28 H 2.812 2.792 1.041
29 H 3.483 2.234 -0.457
30 H 3.073 0.383 0.913
31 H 1.421 0.043 2.400
32 H 0.262 0.074 1.116
33 H 1.061 2.769 2.312
34 H -0.012 1.671 3.119
35 H -1.160 3.324 1.463
36 H -0.667 2.120 0.237
37 H -1.673 0.372 1.853
38 H -2.683 1.313 0.804
39 H -4.431 0.626 2.769
40 H 3.292 -1.343 -0.404
41 H 3.515 -0.184 -1.740
42 H 2.867 -2.075 -2.848
43 H 2.272 -3.173 -0.488
44 H 0.629 -2.986 -1.084
45 H 2.787 -4.751 -1.946
46 H 1.849 -4.084 -3.302
47 H 0.632 -5.810 -2.575
48 H 0.128 -1.558 -2.487
49 H -0.769 -2.421 -4.692
50 H 1.823 -2.600 -6.500
51 H 2.737 -1.219 -7.064
52 H 3.329 -2.117 -5.670
53 H 3.468 -0.412 -4.231
54 H 2.181 0.776 -4.028
55 H 3.069 0.716 -5.565
56 C -3.098 1.546 -6.537
57 C -2.397 1.310 -5.168
58 C -2.973 0.070 -4.476
59 C -4.380 0.279 -3.923
60 C -4.410 1.497 -3.001
61 C -3.866 2.758 -3.677
62 N -2.529 2.522 -4.304
63 O -1.647 2.451 -3.372
64 C -4.896 3.238 -4.722
65 C -3.802 3.901 -2.665
66 C -0.936 1.027 -5.525
67 H -3.960 0.895 -6.685
68 H -3.420 2.577 -6.661
69 H -2.416 1.372 -7.369
70 H -2.315 -0.226 -3.650
71 H -2.973 -0.769 -5.177
72 H -5.099 0.395 -4.738
73 H -4.695 -0.609 -3.369
74 H -5.432 1.676 -2.661
75 H -3.824 1.274 -2.103
76 H -4.511 4.090 -5.285
77 H -5.810 3.563 -4.223
78 H -5.199 2.467 -5.427
79 H -3.188 3.656 -1.799
80 H -4.801 4.128 -2.293
81 H -3.400 4.805 -3.125
82 H -0.476 1.893 -6.005
83 H -0.883 0.189 -6.220
84 H -0.335 0.756 -4.656
85 C 1.425 -3.566 5.949
86 C 2.322 -2.311 6.149
87 C 2.930 -2.303 7.556
88 C 1.922 -1.978 8.653
89 C 1.207 -0.664 8.344
90 C 0.564 -0.658 6.955
91 N 1.535 -1.069 5.891
92 O 2.366 -0.098 5.694
93 C -0.667 -1.588 6.984
94 C -0.024 0.718 6.659
95 C 3.455 -2.482 5.137
96 H 1.268 -4.121 6.875
97 H 0.454 -3.315 5.529
98 H 1.862 -4.259 5.229
99 H 3.739 -1.566 7.600
100 H 3.394 -3.271 7.757
101 H 1.199 -2.792 8.761
102 H 2.434 -1.902 9.614
103 H 0.443 -0.475 9.102
104 H 1.927 0.157 8.425
105 H -1.109 -1.678 5.990
106 H -1.430 -1.176 7.645
107 H -0.454 -2.587 7.358
108 H 0.723 1.509 6.713
109 H -0.796 0.970 7.385
110 H -0.477 0.745 5.666
111 H 3.071 -2.476 4.115
112 H 3.953 -3.438 5.304
113 H 4.217 -1.707 5.222

***

[8]
Molecular formula: C3H11ClN2Si
Method: DFT, wB97M-V/def2-TZVPD

Results
Kohn-Sham gap (alpha / beta), eV: 7.27 / 7.42
E_tot, a.u.: -979.9573
Net charge: 0
Molecular weight, g mol⁻¹: 138.67
Spin multiplicity: 1

CARTESIAN COORDINATES (ANGSTROEM)
1 C 1.117 1.361 1.117
2 C -0.855 1.480 -0.442
3 C -1.516 -1.237 0.527
4 N -0.185 0.840 0.622
5 N -0.314 -0.473 0.781
6 Si 1.350 -1.651 -1.165
7 Cl 0.779 -1.341 -3.088
8 H 1.386 0.789 2.022
9 H 1.914 1.265 0.343
10 H 0.986 2.304 1.621
11 H -0.472 2.567 -0.397
12 H -0.543 1.066 -1.430
13 H -1.911 1.462 -0.399
14 H -2.171 -1.019 1.394
15 H -1.980 -0.998 -0.462
16 H -1.120 -2.308 0.810
17 H 0.883 -2.913 -0.904
18 H 2.650 -1.193 -0.950